Here is a cluster of 6 separate species, C17H36Cl10FNO5S2 in total in a non-equilibrium geometry from OMol25. Energies are from ωB97M-V with the def2-TZVPD basis set.

The geometry in ORCA input format:
```
! RIJCOSX wB97M-V def2-TZVPD def2/J DEFGRID3
* xyz 0 1
C 5.69493 -1.57888 1.79511
C 4.45320 -1.90168 0.94966
C 4.58520 -1.07459 -0.36005
C 3.09126 -1.50556 1.61004
C 3.18024 -1.27707 3.12512
C 2.08559 -2.64977 1.39080
O 1.35250 -2.59902 0.16257
N 0.74468 -1.33897 0.01132
C -0.46097 -1.21508 0.82832
S -0.58913 0.47948 1.46313
O -1.45976 0.46911 2.61049
O 0.71983 0.99736 1.75403
S 0.49576 -1.09993 -1.62585
O 1.36149 -1.94234 -2.36272
O 0.58364 0.29290 -1.89243
F -0.97525 -1.53869 -1.92290
H 6.54454 -2.08717 1.32527
H 5.65672 -1.96002 2.81350
H 5.94950 -0.51949 1.76806
H 4.50592 -2.95917 0.68628
H 5.02053 -0.10322 -0.11579
H 5.27176 -1.58392 -1.03748
H 3.61330 -0.88821 -0.81403
H 2.78236 -0.56094 1.16653
H 2.19239 -1.25606 3.58962
H 3.71228 -2.10854 3.59621
H 3.69075 -0.35231 3.38778
H 1.41683 -2.68478 2.26022
H 2.61806 -3.59560 1.37336
H -0.46097 -1.84033 1.74903
H -1.39557 -1.39879 0.29587
H -1.12638 1.27367 0.48768
Cl -1.35010 3.03979 -1.30908
C 0.19013 3.28975 -2.17665
C 0.30555 4.68744 -2.72487
Cl -0.84530 4.98424 -4.05760
H 0.25597 2.54111 -2.95976
H 0.98953 3.10550 -1.46122
H 1.30449 4.84142 -3.12887
H 0.12712 5.43625 -1.95721
Cl -4.91813 -4.69663 2.28914
C -4.28471 -3.64852 3.58362
C -3.37385 -2.57502 3.04962
Cl -1.83723 -3.24888 2.42560
H -3.77541 -4.27939 4.30775
H -5.14259 -3.18670 4.06937
H -3.11131 -1.87818 3.84349
H -3.84351 -2.01409 2.24530
Cl -3.48879 9.46219 -4.41619
C -3.57842 7.83143 -5.13040
C -3.60220 7.86955 -6.63639
Cl -5.12155 8.55365 -7.26996
H -4.46116 7.33851 -4.73060
H -2.69782 7.28851 -4.79030
H -3.52258 6.85677 -7.02856
H -2.77816 8.45796 -7.03177
Cl 5.00934 -5.68801 2.50481
C 3.99596 -7.15138 2.38378
C 2.83803 -6.95297 1.44131
Cl 1.64727 -5.79841 2.09197
H 3.65662 -7.40980 3.38362
H 4.63475 -7.95337 2.01739
H 2.31720 -7.89661 1.28747
H 3.17004 -6.58387 0.47368
Cl -4.14496 1.67282 0.08614
C -5.05943 2.71172 -1.03888
C -5.79334 3.81418 -0.32119
Cl -7.13717 3.19288 0.67108
H -5.73981 2.07787 -1.60183
H -4.33600 3.14047 -1.73187
H -6.22572 4.49839 -1.04949
H -5.12803 4.37711 0.32876
*
```

Calculated values
HOMO level: -10.18 eV
E_LUMO: 0.351 eV
frontier orbital gap: 10.530 eV
max |F|: 2.70 eV/Å
molar mass: 772.14 u
structure (SMILES): CC(C)[C@H](C)CON(C[SH](=O)=O)S(=O)(=O)F.ClCCCl.ClCCCl.ClCCCl.ClCCCl.ClCCCl
total energy: -6598.339462 Eh